# 1
57
Properties=species:S:1:pos:R:3 method="wB97M-V/def2-TZVPD" homo_lumo_gap_ev=5.171 energy_ha=-2988.724713
C 2.218 1.461 4.343
C 2.181 0.699 2.941
Cl 1.494 1.930 1.750
C 3.609 0.224 2.507
Cl 4.157 -0.950 3.816
P 3.660 -0.581 0.758
P 5.905 -0.607 0.561
N 6.583 0.951 1.041
O 6.554 -1.760 1.670
O 1.951 -1.007 0.828
C 1.497 -1.643 -0.388
C 2.844 -2.095 -1.098
Cl 2.308 -2.408 -2.835
O 3.658 -0.952 -0.988
H 1.884 2.519 4.247
H 1.481 0.978 5.037
H 3.208 1.391 4.839
H 1.471 -0.143 3.098
H 4.248 1.143 2.483
H 3.477 0.774 0.302
H 3.846 -1.944 1.207
H 6.610 1.071 2.059
H 6.024 1.682 0.604
H 6.043 -2.569 1.547
H 0.858 -2.465 0.029
H 0.950 -0.888 -1.001
H 3.290 -2.997 -0.627
C -3.612 -1.166 -3.177
C -2.982 -1.040 -1.803
N -2.086 0.174 -1.624
C -0.944 0.064 -2.622
C -1.409 0.128 -0.258
C -2.312 0.261 0.954
C -2.771 1.509 -1.917
C -4.068 1.823 -1.178
O -5.077 0.880 -1.486
C -6.020 0.682 -0.438
H -2.866 -1.328 -3.957
H -4.269 -2.037 -3.185
H -4.214 -0.303 -3.452
H -2.352 -1.912 -1.610
H -3.742 -1.017 -1.029
H -0.457 -0.899 -2.483
H -0.245 0.876 -2.430
H -1.341 0.157 -3.630
H -0.662 0.924 -0.245
H -0.886 -0.828 -0.216
H -2.515 1.305 1.186
H -1.785 -0.131 1.826
H -3.249 -0.287 0.871
H -2.967 1.514 -2.989
H -2.029 2.279 -1.698
H -4.414 2.806 -1.519
H -3.911 1.905 -0.104
H -6.051 1.521 0.261
H -5.767 -0.234 0.104
H -7.007 0.557 -0.883

***

# 2
56
Properties=species:S:1:pos:R:3 method="wB97M-V/def2-TZVPD" homo_lumo_gap_ev=7.164 charge=+1 energy_ha=-2098.879109
Os 1.787 -0.551 -0.449
N 2.177 1.464 -1.248
C 2.498 2.304 -0.061
C 3.147 1.456 1.053
O 3.945 1.911 1.830
N 2.687 0.143 1.076
C 3.140 -0.832 2.051
C 3.124 -2.233 1.436
O 3.601 -3.203 1.929
O 2.450 -2.295 0.238
H 3.024 1.351 -1.797
H 1.509 1.910 -1.867
H 1.568 2.711 0.334
H 3.160 3.127 -0.316
H 2.447 -0.865 2.899
H 4.123 -0.576 2.445
C -0.010 -3.782 0.175
Si 0.001 -2.290 -0.911
C -1.813 -1.923 -1.294
C 0.983 -2.220 -2.503
Si -0.332 0.200 -0.116
Si -1.437 1.538 -1.745
C -1.143 3.280 -1.099
C -0.618 1.359 -3.433
C -3.276 1.222 -1.825
Si -1.196 0.192 2.080
C -3.032 0.525 2.043
C -0.804 -1.430 2.923
C -0.265 1.609 2.871
H -0.609 -4.556 -0.316
H -0.515 -3.531 1.111
H 0.973 -4.182 0.403
H -2.145 -2.893 -1.684
H -2.025 -1.183 -2.062
H -2.429 -1.719 -0.414
H 1.010 -3.234 -2.915
H 2.050 -1.959 -2.397
H 0.522 -1.561 -3.238
H -0.087 3.554 -1.059
H -1.558 3.418 -0.098
H -1.630 4.005 -1.757
H 0.316 0.793 -3.391
H -0.391 2.345 -3.846
H -1.271 0.857 -4.148
H -3.758 1.349 -0.856
H -3.528 0.231 -2.204
H -3.712 1.954 -2.510
H -3.591 -0.238 1.499
H -3.260 1.496 1.600
H -3.406 0.540 3.071
H -1.507 -2.215 2.638
H -0.876 -1.303 4.005
H 0.206 -1.784 2.696
H -0.407 2.550 2.334
H 0.807 1.403 2.925
H -0.623 1.760 3.893